# 1
56
Properties=species:S:1:pos:R:3:lowdin_charge:R:1 method="wB97M-V/def2-TZVPD" e_tot_ha=-1281.8082 max_force_ev_per_a=18.41 gap_ev=7.24 relative_energy_kj_mol=2423.92
C 4.83 0.92 -2.13 -0.141
C 1.96 1.80 -4.96 -0.037
H 4.71 0.83 -1.08 0.095
O -3.71 -0.60 -0.18 -0.260
H -2.83 1.32 0.19 0.093
H 4.38 -0.06 -3.90 0.054
H 0.66 -0.38 4.32 -0.026
C -1.58 1.03 2.33 -0.142
H -4.69 -1.53 1.85 0.039
C -2.66 0.54 2.69 -0.036
N -2.98 -2.36 1.48 0.040
C -4.20 -2.25 2.22 -0.121
O -1.50 2.20 1.52 -0.139
C 1.68 -0.05 -3.52 -0.168
C -2.64 2.31 0.68 -0.039
C -1.32 -1.52 -0.21 -0.104
H 4.84 -1.30 -2.71 0.232
H -1.91 -0.81 -2.02 0.075
H 2.22 2.37 1.72 0.094
H 2.22 2.02 -6.01 0.072
C -1.31 -1.03 4.19 0.019
C 2.94 -0.40 -2.59 -0.194
H -4.59 -1.12 4.10 0.109
H 1.31 2.43 -4.52 0.034
H -3.40 0.40 2.33 -0.010
C 1.12 -1.45 0.27 -0.056
C -2.56 -1.62 0.42 -0.178
C -0.14 -1.67 0.84 0.025
C 4.28 0.05 -2.91 -0.351
C -3.76 -1.66 3.61 -0.063
H -3.39 2.80 1.42 0.137
H 0.96 1.57 0.92 -0.061
C 1.22 2.19 1.45 0.082
C 0.32 -0.59 -1.72 -0.252
C 1.32 -0.96 -1.02 -0.215
O 1.11 1.53 2.85 -0.102
H -3.45 -2.45 4.32 0.100
H 1.03 0.12 -5.28 0.085
C -0.15 0.88 3.02 -0.101
N 0.44 -0.43 -3.10 0.179
H -1.13 -1.89 4.74 0.067
H 4.11 1.88 -2.35 0.166
H 2.04 -1.76 1.11 0.191
H -4.45 -3.21 2.40 0.100
H -2.36 3.12 0.25 0.018
C -2.50 -0.58 3.52 -0.146
H 2.77 -0.27 -5.37 0.104
H -0.51 -1.98 1.88 0.099
C -0.08 -0.12 3.97 0.034
C -1.07 -0.90 -1.49 0.120
H 3.14 1.91 -4.57 0.123
N 2.85 -0.93 -1.34 0.205
H 0.71 3.11 1.68 0.099
H 5.78 1.15 -2.32 0.052
C 1.99 0.23 -4.90 -0.193
H -2.05 -2.82 1.91 0.194

***

# 2
27
Properties=species:S:1:pos:R:3:mulliken_spin:R:1 method="wB97M-V/def2-TZVPD" e_tot_ha=-562.4511 max_force_ev_per_a=0.47 gap_ev="6.10 / 6.23" spin_multiplicity=5 charge=+4
H -2.13 -1.47 -2.04 0.001
H -2.75 -0.14 -2.98 0.018
H 0.20 -2.44 0.77 -0.001
H -1.32 1.38 -1.83 0.006
H -0.48 -1.62 2.00 0.007
H -3.96 -2.38 0.82 0.060
N -3.47 -0.45 0.37 0.811
H -3.86 0.94 -1.10 0.004
C -1.84 -2.44 0.64 0.020
H 6.83 3.87 0.01 -0.005
H -4.42 -0.69 -1.42 0.059
N -0.54 -1.77 0.99 0.235
H 7.55 2.30 0.08 -0.006
Pd 0.06 0.04 0.00 1.493
N -1.13 0.38 -1.75 0.235
C -3.55 -0.11 -1.04 0.023
H -3.16 -1.50 2.11 0.004
H -4.03 0.18 0.96 -0.036
C -3.11 -1.69 1.03 0.024
C -2.39 -0.41 -1.98 0.019
N 7.24 3.13 0.57 0.478
N 7.96 3.51 1.59 0.568
H -0.50 0.16 -2.54 0.000
H 7.87 4.46 1.95 -0.017
H -1.87 -3.37 1.21 0.017
H 8.62 2.86 2.02 -0.017
H -1.81 -2.73 -0.41 0.001

***

# 3
10
Properties=species:S:1:pos:R:3:lowdin_charge:R:1 method="wB97M-V/def2-TZVPD" e_tot_ha=-630.6063 max_force_ev_per_a=6.37 gap_ev=6.93 relative_energy_kj_mol=97.65 charge=+1
O 1.44 1.02 0.26 -0.143
C -2.07 -0.81 0.00 -0.303
Bi -0.51 1.49 -0.32 2.096
H -1.67 -1.76 0.91 0.255
C -0.81 -1.45 -0.26 -0.034
O 0.10 -0.50 -0.49 -0.236
O 2.10 -1.15 0.51 0.239
O -2.13 0.54 0.13 -0.387
H -2.88 -1.30 -0.58 0.166
C 1.38 -0.24 0.18 -0.653

***

What did the first record say?
56
Properties=species:S:1:pos:R:3:lowdin_charge:R:1 method="wB97M-V/def2-TZVPD" e_tot_ha=-1281.8082 max_force_ev_per_a=18.41 gap_ev=7.24 relative_energy_kj_mol=2423.92
C 4.83 0.92 -2.13 -0.141
C 1.96 1.80 -4.96 -0.037
H 4.71 0.83 -1.08 0.095
O -3.71 -0.60 -0.18 -0.260
H -2.83 1.32 0.19 0.093
H 4.38 -0.06 -3.90 0.054
H 0.66 -0.38 4.32 -0.026
C -1.58 1.03 2.33 -0.142
H -4.69 -1.53 1.85 0.039
C -2.66 0.54 2.69 -0.036
N -2.98 -2.36 1.48 0.040
C -4.20 -2.25 2.22 -0.121
O -1.50 2.20 1.52 -0.139
C 1.68 -0.05 -3.52 -0.168
C -2.64 2.31 0.68 -0.039
C -1.32 -1.52 -0.21 -0.104
H 4.84 -1.30 -2.71 0.232
H -1.91 -0.81 -2.02 0.075
H 2.22 2.37 1.72 0.094
H 2.22 2.02 -6.01 0.072
C -1.31 -1.03 4.19 0.019
C 2.94 -0.40 -2.59 -0.194
H -4.59 -1.12 4.10 0.109
H 1.31 2.43 -4.52 0.034
H -3.40 0.40 2.33 -0.010
C 1.12 -1.45 0.27 -0.056
C -2.56 -1.62 0.42 -0.178
C -0.14 -1.67 0.84 0.025
C 4.28 0.05 -2.91 -0.351
C -3.76 -1.66 3.61 -0.063
H -3.39 2.80 1.42 0.137
H 0.96 1.57 0.92 -0.061
C 1.22 2.19 1.45 0.082
C 0.32 -0.59 -1.72 -0.252
C 1.32 -0.96 -1.02 -0.215
O 1.11 1.53 2.85 -0.102
H -3.45 -2.45 4.32 0.100
H 1.03 0.12 -5.28 0.085
C -0.15 0.88 3.02 -0.101
N 0.44 -0.43 -3.10 0.179
H -1.13 -1.89 4.74 0.067
H 4.11 1.88 -2.35 0.166
H 2.04 -1.76 1.11 0.191
H -4.45 -3.21 2.40 0.100
H -2.36 3.12 0.25 0.018
C -2.50 -0.58 3.52 -0.146
H 2.77 -0.27 -5.37 0.104
H -0.51 -1.98 1.88 0.099
C -0.08 -0.12 3.97 0.034
C -1.07 -0.90 -1.49 0.120
H 3.14 1.91 -4.57 0.123
N 2.85 -0.93 -1.34 0.205
H 0.71 3.11 1.68 0.099
H 5.78 1.15 -2.32 0.052
C 1.99 0.23 -4.90 -0.193
H -2.05 -2.82 1.91 0.194